Formula: C6H12BI2NO
Source: OMol25
Level of theory: ωB97M-V with the def2-TZVPD basis set

Last column: natural (NBO) charge in e.
Cartesian coordinates (Å):
B (3.278, 0.763, -3.583)  0.492
C (2.045, -0.092, -2.990)  -0.514
I (2.347, -2.169, -2.352)  0.172
C (0.792, 0.519, -2.868)  -0.140
C (0.453, 2.003, -3.280)  -0.681
I (-0.859, -0.633, -1.995)  0.103
H (3.434, 0.801, -4.752)  -0.072
H (3.951, 1.372, -2.827)  -0.073
H (0.716, 2.659, -2.385)  0.237
H (-0.647, 2.076, -3.548)  0.247
H (1.029, 2.389, -4.171)  0.231
C (-1.877, -0.806, 4.351)  -0.720
C (-2.437, -1.076, 2.980)  0.672
O (-3.604, -1.397, 2.806)  -0.630
N (-1.600, -0.954, 1.914)  -0.617
C (-0.199, -0.588, 1.913)  -0.413
H (-2.660, -0.944, 5.095)  0.245
H (-1.066, -1.504, 4.569)  0.225
H (-1.517, 0.223, 4.413)  0.225
H (-2.045, -1.150, 1.030)  0.401
H (-0.080, 0.311, 1.305)  0.200
H (0.369, -1.403, 1.460)  0.201
H (0.177, -0.399, 2.916)  0.209

Calculated values
- total charge = 0
- HOMO (Ha) = -0.334
- frontier orbital gap (eV) = 8.002